Molecular formula: C42H40F5HgN2
Method: DFT, the ωB97M-V functional and the def2-TZVPD basis

Positions of all 90 atoms, in Å:
Hg1 1.756076 -0.174972 0.199245
C1 2.741091 -3.154425 -1.720832
C2 1.314807 -3.223577 -2.025632
C3 0.741018 -2.095090 -2.875514
C4 0.383772 -3.763875 -0.972139
C5 0.254124 -5.120341 -0.775195
C6 -0.393249 -5.692149 0.342605
C7 -0.956820 -4.824835 1.258305
C8 -0.793353 -3.430199 1.208540
C9 -1.460379 -2.532025 2.320268
C10 -2.917146 -3.012361 2.549984
C11 -0.564196 -2.534536 3.512341
C12 -0.084674 -2.982299 0.147215
N1 -0.012966 -1.470201 0.004587
C13 -1.224783 -0.887995 -0.384468
C14 -1.034557 0.769037 -0.511284
N2 0.159397 1.275206 -0.159355
C15 0.116740 2.712411 0.122062
C16 -0.650935 3.341922 1.059345
C17 -0.614235 4.747628 1.102698
C18 0.270142 5.492627 0.330520
C19 1.180316 4.784263 -0.472455
C20 1.131041 3.412542 -0.626665
C21 1.878481 2.890688 -1.797101
C22 3.395372 3.087653 -1.575519
C23 1.414709 3.278282 -3.203856
C24 -1.528699 2.559456 2.047853
C25 -2.831436 3.293126 2.289696
C26 -0.809602 2.317798 3.337977
C27 -2.334050 1.183821 -0.752619
C28 -2.980369 2.373238 -1.046562
C29 -4.319084 2.445444 -1.430188
C30 -5.178990 1.290199 -1.343009
C31 -4.555381 0.034080 -1.254884
C32 -5.200209 -1.236279 -1.406367
C33 -4.438614 -2.456320 -1.308297
C34 -3.081424 -2.449938 -0.954550
C35 -2.449795 -1.221981 -0.789780
C36 -3.254382 -0.079272 -0.904463
H1 3.119089 -2.645235 -2.559446
H2 3.035495 -3.982716 -1.129789
H3 3.167040 -2.173981 -1.022296
H4 1.092804 -4.120776 -2.646098
H5 0.868704 -1.208669 -2.120846
H6 -0.273802 -2.045372 -2.771994
H7 1.054738 -2.185648 -3.901685
H8 0.797342 -5.761327 -1.418263
H9 -0.412630 -6.739949 0.456458
H10 -1.704854 -5.225016 1.865635
H11 -1.857926 -1.846226 1.271033
H12 -2.627420 -4.305039 3.311743
H13 -3.574386 -2.929713 1.744024
H14 -3.265041 -2.204492 3.140123
H15 -0.416591 -3.558823 3.832888
H16 -1.069486 -2.081144 4.281002
H17 0.408701 -2.331993 3.182015
H18 -1.221867 5.182593 1.939611
H19 0.484070 6.478260 0.568676
H20 1.714269 5.323289 -1.214180
H21 1.923067 1.816462 -1.616781
H22 3.766309 4.094098 -1.583737
H23 3.822439 2.583720 -2.427586
H24 3.718506 2.500474 -0.721902
H25 1.615290 4.321755 -3.231320
H26 0.371845 3.239836 -3.187624
H27 1.760105 2.555258 -3.866558
H28 -1.774581 1.995727 1.177115
H29 -2.536649 3.989758 3.005880
H30 -3.450921 2.529022 2.729944
H31 -3.360037 3.191992 1.470694
H32 -0.137137 3.734506 3.606207
H33 0.127343 1.913806 3.182190
H34 -1.340535 1.778429 4.065211
H35 -2.804973 3.145595 -0.340412
H36 -4.850914 3.250245 -1.005268
H37 -6.129647 1.378770 -1.763726
H38 -6.226789 -1.417211 -1.297535
H39 -5.023801 -3.327108 -1.068428
H40 -3.084201 -3.478604 -0.183721
F1 4.045244 0.120257 2.659746
C37 4.648408 0.067095 1.468897
C38 3.943207 -0.062285 0.268161
C39 4.571699 -0.134636 -0.934938
F2 3.952170 -0.290213 -2.066421
C40 5.982276 -0.138344 -0.948100
F3 6.624681 -0.258024 -2.161950
C41 6.677377 -0.007745 0.221131
F4 8.028918 0.030482 0.197196
C42 6.032150 0.058161 1.423378
F5 6.723138 0.233920 2.579175

Force components x, y, z for each atom (eV/Å):
Hg -0.2 0.0 0.2
C 0.8 4.3 3.1
C -3.7 -2.1 -1.3
C 2.0 1.4 3.3
C 0.2 1.0 3.9
C 0.1 -0.4 0.9
C 0.5 2.2 -1.0
C 0.2 0.1 -0.9
C -0.6 -2.3 1.5
C -2.5 -1.6 -6.9
C 4.1 -2.4 3.7
C -0.7 -1.1 -1.9
C 0.5 4.2 -2.6
N -0.7 -2.6 -0.3
C 6.6 5.9 0.8
C -2.3 -6.0 0.9
N -0.2 2.6 0.9
C 3.5 -2.9 -2.1
C -0.1 2.1 1.0
C 0.0 -0.1 1.2
C 0.3 -2.4 0.7
C -1.4 0.0 0.0
C -2.3 1.9 0.3
C 1.9 -1.9 1.4
C -0.4 -0.5 -0.9
C -0.2 0.3 3.3
C 0.3 2.4 -1.7
C 2.5 -3.3 3.5
C 1.7 3.7 -1.7
C -1.1 -3.1 -1.3
C -1.2 1.1 0.8
C -1.0 -2.8 2.3
C 2.3 1.3 -1.5
C -1.1 -1.4 0.0
C 1.9 -2.2 -0.1
C -1.0 2.8 0.8
C -2.4 -4.7 2.2
C -2.1 -1.4 0.2
C 3.2 3.6 -0.8
H 1.9 -1.0 -1.8
H 1.2 -1.1 -0.5
H -2.1 -2.7 -1.0
H 1.4 0.2 -0.7
H 0.8 -0.4 -2.4
H -3.1 -0.7 -0.4
H 0.4 0.9 -0.2
H 0.3 -0.8 -0.9
H -0.3 -1.1 0.1
H -0.7 -0.6 1.6
H 1.6 0.6 4.0
H -1.9 3.5 -1.9
H -0.7 -1.2 -1.7
H -0.8 0.2 1.8
H -0.6 -0.8 0.0
H -0.2 1.9 2.2
H 1.5 1.6 0.2
H 0.6 0.1 -1.1
H -0.2 2.1 0.0
H 1.0 0.7 -0.2
H -1.0 -0.3 -0.9
H 0.1 0.7 0.3
H 0.7 -0.1 -0.5
H 0.1 0.4 0.4
H 0.8 0.9 -1.2
H -1.9 -0.3 -0.2
H 1.1 -0.5 -1.7
H -0.5 -3.4 0.9
H -1.0 2.4 0.6
H -0.2 -0.5 1.7
H -2.5 2.2 -4.7
H -2.4 -3.5 0.0
H 1.9 -1.3 -0.3
H -0.8 0.0 1.4
H 1.2 1.7 -0.5
H -0.4 2.0 -0.6
H -1.8 -0.1 -0.2
H -1.6 0.4 -0.3
H -0.1 -0.5 -0.5
H 1.5 2.7 -2.5
F -0.1 0.1 -0.1
C 0.4 -0.5 -1.7
C -2.3 0.1 1.4
C 3.0 -0.1 1.8
F -0.9 0.1 -1.5
C -0.9 0.0 -1.9
F -0.2 0.2 1.2
C 1.4 -0.2 -0.5
F -0.2 0.0 0.0
C -0.8 0.7 1.7
F 0.1 -0.2 -0.5

**<S²>**: 0.81
**E_tot**: -64927.8955 eV
**Net charge**: -2
**Spin multiplicity**: 2
**LUMO (alpha / beta)**: 0.1496 / 0.1497 Ha
**Maximum force**: 8.9 eV Å⁻¹